The following is a DFT calculation (ωB97M-V/def2-TZVPD) of 7 unconnected molecules or ions with the total composition C30H46FN2O18S in a non-equilibrium geometry.

Calculated values
- Energy relative to the best compared isomer or geometry (same formula, charge and spin): 0.0 kJ/mol
- Total charge: +1

Element x y z (Å)
C -4.17152 -0.48789 -8.19627
C -4.29022 -1.77715 -7.29732
F -5.37185 -1.64407 -6.39547
C -2.95414 -2.21474 -6.60919
N -2.35647 -1.20134 -5.71694
C -1.22404 -0.43813 -5.99242
N -0.91321 0.37375 -4.95006
C -1.82552 0.21692 -3.86790
C -2.69853 -0.78650 -4.41972
S -4.06198 -1.40480 -3.40864
H -5.08656 -0.49788 -8.85911
H -4.21835 0.46850 -7.61783
H -3.29159 -0.52450 -8.89953
H -4.59414 -2.60874 -7.99982
H -3.12076 -3.13934 -5.98201
H -2.20140 -2.50061 -7.38961
H -0.62716 -0.50534 -6.93506
H -0.13628 1.02652 -4.83161
H -1.83371 0.72208 -2.86934
H -4.95233 -0.39092 -3.14870
C 0.38053 -0.37936 1.43221
C -1.00196 0.23038 1.45728
C -2.10792 -0.77880 1.54244
O -3.18709 -0.10907 0.87698
C -2.62759 0.76040 0.00294
O -3.23279 1.34098 -0.85524
O -1.29449 0.89007 0.21460
H 1.13541 0.40009 1.44955
H 0.53963 -1.03360 2.29060
H 0.54212 -0.94930 0.51346
H -1.07461 0.96945 2.26011
H -2.37403 -1.01380 2.56984
H -1.89337 -1.70854 1.00651
C -3.97493 -4.92354 6.05403
C -3.86140 -3.63961 5.26458
C -3.65217 -3.85346 3.79280
O -2.91896 -2.68356 3.41021
C -2.24996 -2.26635 4.52528
O -1.39081 -1.43683 4.51961
O -2.68206 -2.91498 5.63347
H -4.20418 -4.70460 7.09878
H -4.76135 -5.56527 5.65406
H -3.03041 -5.47165 6.04942
H -4.72790 -2.99926 5.45607
H -4.59120 -3.91401 3.24479
H -3.04860 -4.73274 3.56174
C 3.97020 4.87591 0.83439
C 3.41415 3.73934 1.65755
C 4.34531 3.25856 2.73247
O 3.97682 1.88416 2.86898
C 3.46600 1.49425 1.67230
O 3.24118 0.35826 1.37568
O 3.24694 2.55897 0.85758
H 3.21999 5.22950 0.12875
H 4.27056 5.71171 1.46638
H 4.82878 4.55005 0.24130
H 2.43811 4.01368 2.06828
H 4.20295 3.79069 3.67235
H 5.40088 3.30900 2.44926
C 9.22591 -0.34400 3.41660
C 8.37926 0.87806 3.14140
C 8.03952 1.06426 1.68830
O 7.89813 2.48147 1.58284
C 8.67468 3.02668 2.56297
O 8.94308 4.18279 2.63961
O 9.10248 2.07618 3.43679
H 9.37118 -0.46803 4.49134
H 8.75567 -1.24764 3.02474
H 10.22021 -0.23930 2.97695
H 7.47822 0.86252 3.76265
H 7.11161 0.56340 1.41145
H 8.83492 0.74268 1.00964
C -1.39464 6.41228 -2.04777
C -0.70263 7.22553 -0.97737
C 0.43634 8.06161 -1.49318
O 1.29582 8.14433 -0.35763
C 1.06279 7.03585 0.39468
O 1.74320 6.68844 1.30834
O -0.04618 6.37369 -0.03442
H -2.25721 5.89138 -1.62747
H -1.73901 7.04695 -2.86623
H -0.72917 5.64340 -2.44724
H -1.43125 7.83546 -0.43504
H 0.11511 9.05470 -1.80583
H 0.98663 7.58988 -2.31281
C -2.88171 -5.34823 -1.28931
C -2.54944 -6.07132 -0.00330
C -2.68943 -7.56629 -0.09485
O -3.01465 -7.92751 1.24650
C -3.62061 -6.84942 1.80938
O -4.19343 -6.86781 2.85331
O -3.49038 -5.74444 1.02264
H -2.68533 -4.27892 -1.18278
H -2.28636 -5.72826 -2.12167
H -3.94174 -5.44843 -1.53308
H -1.55239 -5.78498 0.34556
H -1.76661 -8.05171 -0.41107
H -3.50462 -7.88822 -0.74945

The following is a DFT calculation (ωB97M-V/def2-TZVPD) of 8 unconnected molecules or ions with the total composition C30H46N2O10 in a non-equilibrium geometry.

Calculated values
- SMILES: O=[N+]([O-])c1ccccc1.O=[N+]([O-])c1ccccc1.CC(C)=O.CC(C)=O.CC(C)=O.CC(C)=O.CC(C)=O.CC(C)=O
- Energy relative to the best compared isomer or geometry (same formula, charge and spin): 0.0 kJ/mol
- Total charge: 0

Element x y z (Å)
O -2.10251 -0.19043 3.26085
N -3.05031 -0.44241 3.97960
O -3.06630 -0.31817 5.18226
C -4.23460 -0.99998 3.33506
C -5.39122 -1.14465 4.07461
C -6.55598 -1.59507 3.46304
C -6.50632 -2.03947 2.15577
C -5.32873 -1.91386 1.42670
C -4.17600 -1.40310 2.02437
H -5.37705 -0.97725 5.14319
H -7.44615 -1.60270 4.07626
H -7.37379 -2.44892 1.65237
H -5.29111 -2.00457 0.34845
H -3.29704 -1.26442 1.40967
O -1.04023 2.43953 0.43544
N -0.24398 2.13329 -0.44117
O 0.44136 2.94231 -1.02304
C -0.15674 0.74226 -0.86914
C -0.62323 -0.29492 -0.09559
C -0.63836 -1.57836 -0.61741
C -0.04646 -1.81702 -1.85333
C 0.55172 -0.79068 -2.55397
C 0.46622 0.50843 -2.08160
H -0.97440 -0.13627 0.91775
H -1.02271 -2.41776 -0.05172
H -0.11053 -2.80280 -2.29951
H 0.90950 -0.99709 -3.55186
H 0.74129 1.33322 -2.72187
C 0.79976 5.46722 0.85207
C -0.30946 6.42324 0.43367
C -1.04933 6.04152 -0.81851
O -0.54960 7.43882 1.04960
H 1.36486 5.91497 1.66638
H 1.42868 5.31451 -0.02277
H 0.34934 4.54886 1.22645
H -1.83174 6.73724 -1.11104
H -1.47589 5.04127 -0.70304
H -0.35253 5.96464 -1.65899
C 5.09116 -2.58917 -2.71945
C 4.68340 -1.30373 -3.40130
C 5.70618 -0.49327 -4.13277
O 3.56961 -0.85763 -3.19876
H 5.17633 -2.38791 -1.65314
H 6.10250 -2.88307 -3.01840
H 4.41521 -3.40441 -2.96363
H 6.70158 -0.66799 -3.71480
H 5.53710 0.57328 -4.20607
H 5.75608 -0.92935 -5.13992
C -5.27739 3.20409 2.67199
C -4.52786 4.45055 2.29345
C -3.02144 4.45908 2.46775
O -5.10381 5.43648 1.92592
H -6.34258 3.31207 2.50626
H -5.06453 3.00073 3.72612
H -4.86069 2.36906 2.10386
H -2.83740 4.31785 3.53960
H -2.72229 5.48031 2.24977
H -2.54294 3.67103 1.89496
C 3.50872 -3.04202 0.48649
C 3.87142 -1.58290 0.68195
C 2.71797 -0.60280 0.74965
O 5.01176 -1.17547 0.66455
H 4.31510 -3.55935 -0.02479
H 2.66373 -3.01449 -0.20781
H 3.28069 -3.47431 1.45947
H 1.77758 -1.12002 0.88882
H 2.80964 0.13575 -0.04389
H 2.83984 0.00498 1.65618
C 0.54184 -1.97017 3.20617
C 1.12154 -1.68874 4.57368
C 0.15550 -1.59087 5.74642
O 2.31891 -1.61078 4.74876
H -0.41473 -2.47964 3.30113
H 1.21597 -2.55404 2.58806
H 0.40227 -0.96425 2.80172
H -0.26168 -0.58709 5.80031
H 0.73150 -1.78540 6.64866
H -0.58822 -2.38333 5.66274
C 2.38143 -3.33671 -5.61070
C 2.65428 -2.36821 -6.72956
C 2.32178 -2.83721 -8.11838
O 3.04762 -1.25139 -6.51671
H 2.29746 -2.81511 -4.65256
H 3.21194 -4.03471 -5.47146
H 1.45483 -3.90598 -5.68879
H 2.30409 -2.04836 -8.86578
H 1.36979 -3.37281 -8.12175
H 3.06880 -3.55399 -8.48300

The following is a DFT calculation (ωB97M-V/def2-TZVPD) of 4 unconnected molecules or ions with the total composition C30H46N4O6S in a non-equilibrium geometry.

Calculated values
- SMILES: CC(=O)OCCCc1cc2c(cc1CCCO)Sc1ccccc1N2C.CN(C)C=O.CN(C)C=O.CN(C)C=O
- Total charge: 0

Element x y z (Å)
C 5.78137 -3.08798 -0.85403
C 4.39398 -3.49086 -1.46777
O 4.40727 -4.29288 -2.37132
O 3.17372 -3.00188 -1.02340
C 3.11004 -1.54633 -1.10155
C 3.30640 -0.97760 -2.55557
C 2.09836 -0.09900 -3.08995
C 0.69135 -0.62832 -2.69368
C 0.10837 -1.89058 -3.14557
C -1.23809 -2.35048 -2.76744
C -1.99148 -1.44655 -1.86017
C -1.47802 -0.18803 -1.35397
C -0.12033 0.20685 -1.78398
C 0.36818 1.60019 -1.22112
C 0.26204 2.70036 -2.35473
C 0.44336 4.17463 -1.76722
O 0.04813 5.13628 -2.75054
S -3.67639 -2.02584 -1.44221
C -4.20179 -2.71445 -3.05610
C -5.55179 -2.52553 -3.56123
C -5.86057 -3.08399 -4.88888
C -4.82170 -3.79656 -5.62579
C -3.47532 -3.99372 -5.09279
C -3.12929 -3.43682 -3.79250
N -1.78281 -3.61553 -3.24926
C -1.79449 -4.63123 -2.12897
H 6.64611 -3.43163 -1.46801
H 5.84282 -1.95807 -0.83546
H 5.83001 -3.40850 0.21902
H 3.97070 -1.17579 -0.46554
H 2.17981 -1.20551 -0.58426
H 3.54341 -1.74535 -3.33350
H 4.20277 -0.28894 -2.51004
H 2.29662 0.96110 -2.80701
H 2.15481 -0.13000 -4.21946
H 0.69578 -2.57870 -3.81176
H -2.07533 0.48327 -0.69012
H -0.26217 1.92258 -0.34568
H 1.44377 1.45098 -0.94709
H -0.74229 2.62181 -2.84875
H 1.05583 2.58221 -3.14387
H -0.16617 4.23812 -0.82360
H 1.53266 4.28946 -1.53135
H -0.91747 5.05374 -2.85624
H -6.30189 -1.94333 -2.96802
H -6.88334 -2.91490 -5.28854
H -5.07751 -4.21707 -6.62310
H -2.71515 -4.57246 -5.67635
H -1.52686 -4.08106 -1.18897
H -1.09814 -5.49050 -2.32888
H -2.83467 -5.04256 -2.06189
C 2.25060 -1.10070 4.29555
N 1.45929 -1.12446 3.08380
C 1.35318 -2.36567 2.33593
C 0.81282 -0.02183 2.62529
O 0.13309 0.01721 1.61248
H 3.28237 -1.37251 4.05713
H 1.84069 -1.82204 5.00724
H 2.23810 -0.10861 4.74603
H 1.73547 -2.21287 1.32540
H 0.30328 -2.65812 2.26961
H 1.92243 -3.15448 2.82622
H 0.95679 0.86535 3.26525
C -4.27912 3.86777 1.90689
N -4.28810 2.47415 1.51269
C -3.39930 1.54465 2.19084
C -5.10002 2.00808 0.53030
O -5.15317 0.85411 0.15525
H -3.27731 4.27761 1.75616
H -4.54718 3.94425 2.96350
H -4.99198 4.44282 1.31600
H -2.72840 1.08706 1.46180
H -3.99223 0.75686 2.65996
H -2.81435 2.06341 2.94900
H -5.73214 2.79398 0.08253
C 3.08498 3.91636 7.08177
N 2.56858 3.60723 5.76282
C 3.12839 4.28963 4.60931
C 1.58182 2.70357 5.57110
O 1.10689 2.40155 4.48987
H 2.93578 4.97897 7.28569
H 4.15256 3.68725 7.11207
H 2.57326 3.33171 7.84581
H 2.33606 4.83612 4.09440
H 3.54600 3.55175 3.92161
H 3.90846 4.98270 4.92026
H 1.22779 2.24410 6.50872

The following is a DFT calculation (ωB97M-V/def2-TZVPD) of a molecular structure, C30H46O3P2Y in a non-equilibrium geometry.

Calculated values
- Energy relative to the best compared isomer or geometry (same formula, charge and spin): 0.0 kJ/mol
- Total charge: +1

Element x y z (Å)
Y 1.26726 -0.46780 0.45969
C -0.86571 -1.19151 2.02254
C -0.57101 -2.29539 1.16411
C 1.25472 -1.95476 2.54848
C 0.25600 -0.98058 2.87286
C 0.73786 -2.77209 1.49486
C -2.18519 -0.53541 2.22031
H -2.91697 -0.82616 1.45631
H -2.09519 0.56169 2.20029
H -2.61658 -0.80499 3.19972
C 0.23146 -0.10545 4.06825
H -0.10101 0.91078 3.81106
H 1.21676 -0.03180 4.54419
H -0.47524 -0.49345 4.82451
C 2.49612 -2.18392 3.32643
H 2.26135 -2.53738 4.34289
H 3.08364 -1.25965 3.41621
H 3.12995 -2.93381 2.84218
C 1.34832 -4.03034 0.98630
H 0.98143 -4.89918 1.55765
H 2.44209 -4.02181 1.07991
H 1.09754 -4.20862 -0.06826
C -1.54219 -3.02983 0.31069
H -1.91328 -3.93843 0.81669
H -1.09009 -3.35136 -0.63917
H -2.41751 -2.41451 0.07354
C -3.38695 1.89180 -0.55461
C -4.33653 1.14849 -1.13448
C -4.19044 0.31234 -2.37419
C -3.19599 0.78680 -3.46849
C -1.83330 0.04453 -3.43038
C -1.37423 -0.37675 -2.06400
C -1.23925 0.65191 -0.93317
C -1.97467 1.98894 -1.06856
H -5.18565 0.26757 -2.84920
H -3.10445 1.87735 -3.44597
H -3.95866 -0.73395 -2.11182
H -1.90380 2.35342 -2.09825
H -3.56726 2.45437 0.37910
H -5.33106 1.12009 -0.67807
H -1.43459 2.72599 -0.45432
H -1.58044 0.16071 -0.00748
H -1.85686 -1.30338 -1.72039
H -0.17328 0.94589 -0.74169
H -3.65909 0.58030 -4.44582
H -1.96471 -0.86929 -4.03358
P -0.33613 0.82256 -4.13443
C -0.42490 2.61194 -4.11244
C -0.29406 0.33416 -5.87250
P 0.69931 -0.99415 -2.05528
C 1.15180 0.24548 -3.35051
C 0.45507 -2.52557 -3.00635
C 2.57942 -1.28714 -1.50596
H 0.06820 3.01555 -3.21775
H -1.46315 2.95627 -4.18637
H 0.11404 2.96304 -5.00887
H 0.07507 1.18714 -6.45936
H -1.30462 0.07332 -6.21898
H 0.38051 -0.51959 -6.02693
H 3.10587 -0.91091 -2.39040
H 2.74026 -2.36490 -1.38910
H 3.05879 -0.72027 -0.64977
H 1.68156 1.12071 -2.92945
H 1.81144 -0.19749 -4.12000
H 0.89799 -3.35042 -2.42875
H 0.97055 -2.46507 -3.97465
H -0.60501 -2.75649 -3.17050
O 0.65819 3.55294 2.88543
C 1.71285 3.15726 3.62940
C 1.76028 3.58248 4.96448
C 2.73777 3.07246 5.81079
C 3.69420 2.16536 5.34307
C 3.66683 1.74034 4.01493
C 2.68944 2.23339 3.14042
C 2.36503 1.45791 1.95902
O 3.05826 0.42753 1.60781
O 1.25719 1.70172 1.30037
H 0.70542 2.97294 2.06649
H 0.98055 4.26659 5.30027
H 2.73966 3.40080 6.84845
H 4.45831 1.77464 6.01639
H 4.39071 1.02407 3.62412

no.,HOMO energy (eV)
1,-12.13
2,-9.03
3,-7.43
4,-9.29